(1)
The following is a quantum chemistry calculation of a molecular structure, C4H10AgClO2 at a distorted geometry, from the OMol25 dataset.

Structure (XYZ):
```
18
C4H10AgClO2 | the OMol25 dataset | ωB97M-V with the def2-TZVPD basis set
Ag 7.2108 10.6585 -21.4721
Cl 8.1178 12.1289 -19.4479
C 10.1287 14.1548 -17.4126
O 11.4742 14.0285 -17.8450
C 11.6153 13.2201 -18.9942
C 11.1549 13.9743 -20.2381
O 11.7597 15.2520 -20.3838
C 13.1495 15.2496 -20.3693
H 9.6433 14.8784 -18.0770
H 10.1055 14.6041 -16.4215
H 9.5932 13.2045 -17.4386
H 11.0995 12.2657 -18.8587
H 12.6858 13.0320 -19.0859
H 10.0772 14.1290 -20.2493
H 11.3520 13.4325 -21.1759
H 13.6235 14.6506 -21.1593
H 13.6139 14.9702 -19.4149
H 13.5228 16.2699 -20.4875
```

Calculated values
E_HOMO, eV: -8.9
Relative energy (zero: lowest compared OMol25 entry of this formula, charge and spin), kcal per mole: 5.5
Total charge: 0
Energy, eV: -24924.7084
Gap between HOMO and LUMO, eV: 6.6419

***

(2)
The following is a quantum chemistry calculation of a molecular structure, C4H10AlBO2 at a distorted geometry, from the OMol25 dataset.

Structure (XYZ):
```
18
C4H10AlBO2 | the OMol25 dataset | ωB97M-V with the def2-TZVPD basis set
Al -2.8411 -0.8279 0.8675
B -3.7093 -3.7198 1.4766
H -3.2242 -4.0233 2.4602
H -4.4520 -2.8687 1.6118
H -2.9302 -3.4282 0.6411
H -4.1713 -4.6402 0.9163
O -0.3751 0.1875 -0.1857
C 0.6676 0.8045 -0.3818
O 1.7516 0.4552 0.2960
C 2.8593 1.2419 -0.1009
C 2.2994 2.4353 -0.7970
C 0.9148 1.9438 -1.3555
H 3.3619 0.6084 -0.8485
H 3.4718 1.5617 0.7428
H 2.8980 2.8606 -1.5998
H 2.2157 3.2159 -0.0340
H 1.1036 1.4714 -2.3217
H 0.1594 2.7219 -1.3873
```

Calculated values
E_HOMO, eV: -17.8
Relative energy (zero: lowest compared OMol25 entry of this formula, charge and spin), kcal per mole: 26.7
Total charge: +2
Energy, eV: -15651.5707
Gap between HOMO and LUMO, eV: 2.8630

***

(3)
The following is a quantum chemistry calculation of 2 unconnected molecules or ions with the total composition C4H10BBr2O5S at a distorted geometry, from the OMol25 dataset.

Structure (XYZ):
```
23
C4H10BBr2O5S | the OMol25 dataset | ωB97M-V with the def2-TZVPD basis set
O 0.8089 2.1362 0.9685
S 0.3480 0.8901 1.6521
O -1.3190 0.9060 1.7342
C -1.9396 1.3323 0.5175
C -2.9234 0.2639 -0.0644
C -2.1911 -0.9247 -0.7674
Br -2.9621 -1.2654 -2.5809
O 0.5595 -0.3948 0.6099
C 1.9733 -0.7461 0.5095
B 2.7042 -0.0179 -0.7394
O 4.0608 -0.3372 -0.9969
O 1.9525 0.8936 -1.5301
H -1.2330 1.5908 -0.2915
H -2.5675 2.2189 0.7491
H -3.6201 -0.1401 0.6914
H -3.5076 0.7972 -0.8413
H -1.1202 -0.7297 -0.9579
H -2.2832 -1.8168 -0.1291
H 1.9967 -1.8328 0.2577
H 2.5587 -0.6511 1.5059
H 4.0616 -1.0957 -1.5807
H 1.2253 0.3834 -1.8920
Br 3.4173 -1.4601 3.1758
```

Calculated values
E_HOMO, eV: -4.0
Relative energy (zero: lowest compared OMol25 entry of this formula, charge and spin), kcal per mole: 13.2
Total charge: -1
Energy, eV: -166147.3834
Gap between HOMO and LUMO, eV: 6.3789

***

(4)
The following is a quantum chemistry calculation of C4H10BN in the gas phase at a distorted geometry, from the OMol25 dataset.

Structure (XYZ):
```
16
C4H10BN | the OMol25 dataset | ωB97M-V with the def2-TZVPD basis set
B -0.5296 1.4395 -0.0766
C -0.2819 -1.0939 -0.0544
C -1.7287 -0.6123 0.0555
C 0.5584 0.2131 -0.3990
C 2.0222 0.2977 0.1763
N -1.7788 0.8763 0.0256
H -0.1154 2.6728 0.3931
H 0.3168 -1.5903 0.7033
H -0.2582 -1.9788 -0.8122
H -2.3899 -1.0238 -0.7368
H -2.1578 -1.0271 1.0276
H 0.6289 0.3397 -1.4623
H 2.0515 0.2541 1.2138
H 2.5888 1.1424 -0.1895
H 2.5088 -0.6678 -0.1598
H -2.7520 1.4063 0.0966
```

Calculated values
E_HOMO, eV: -9.6
Relative energy (zero: lowest compared OMol25 entry of this formula, charge and spin), kcal per mole: 24.7
Total charge: 0
Energy, eV: -6476.0532
Gap between HOMO and LUMO, eV: 10.3590

***

(5)
The following is a quantum chemistry calculation of a molecular structure, C4H10BeF12N2O13S4 at a distorted geometry, from the OMol25 dataset.

Structure (XYZ):
```
46
C4H10BeF12N2O13S4 | the OMol25 dataset | ωB97M-V with the def2-TZVPD basis set
Be 0.1221 0.5585 0.4458
C -1.8209 -3.4968 0.5236
F -0.5150 -3.7826 0.5787
F -2.4434 -4.2712 -0.3282
F -2.3735 -3.7105 1.7083
S -2.0682 -1.7195 -0.0934
O -0.9680 -1.5171 -1.0193
O -3.3820 -1.6209 -0.6390
N -1.6942 -0.6656 1.2149
S -3.0295 -0.3723 2.0153
O -3.6002 0.9055 1.6380
O -3.9804 -1.4370 2.1459
C -2.3379 -0.1935 3.7722
F -3.2879 0.2910 4.5748
F -1.8969 -1.3362 4.2807
F -1.3505 0.7194 3.8023
C 2.6436 -2.0553 -2.1393
F 2.8186 -2.7722 -1.0348
F 3.5563 -2.4294 -3.0334
F 1.4485 -2.3519 -2.6263
S 2.8578 -0.1983 -1.7473
O 3.2310 -0.2228 -0.3441
O 3.8402 0.3796 -2.6276
N 1.2348 0.3686 -1.7418
S 0.7916 0.7015 -3.2158
O 1.4767 0.0791 -4.3047
O -0.6512 0.6201 -3.2609
C 1.1301 2.6035 -3.3514
F 2.4235 2.8170 -3.0634
F 0.8784 3.0464 -4.5608
F 0.4110 3.2160 -2.4080
O 1.6954 2.4826 0.1688
H 2.4506 2.8776 0.6155
H 1.5411 3.0408 -0.6032
O 1.1299 -1.6258 0.9301
H 1.8126 -1.8695 1.5623
H 0.7188 -2.4548 0.6724
O 1.5147 0.5982 2.6314
H 1.2816 0.0234 3.3699
H 2.4170 0.8839 2.8121
O -1.5568 1.5491 -0.8706
H -2.2664 2.1166 -0.5495
H -1.6698 1.5093 -1.8340
O -0.8369 2.5875 1.7497
H -1.4083 3.3572 1.6643
H -0.2881 2.7707 2.5200
```

Calculated values
E_HOMO, eV: -10.8
Relative energy (zero: lowest compared OMol25 entry of this formula, charge and spin), kcal per mole: 2.6
Total charge: 0
Energy, eV: -110256.9253
Gap between HOMO and LUMO, eV: 9.3468

***

(6)
The following is a quantum chemistry calculation of a molecular structure, C4H10Br2N at a distorted geometry, from the OMol25 dataset.

Structure (XYZ):
```
17
C4H10Br2N | the OMol25 dataset | ωB97M-V with the def2-TZVPD basis set
C 0.0341 -1.5446 -0.3626
C 1.4236 0.4160 0.3456
C -0.7817 0.8746 -0.2958
C -2.8170 0.6953 0.4125
N 0.0813 -0.1669 0.2473
Br -2.4925 0.1438 2.2464
Br -3.7288 -0.6672 -0.5368
H -0.8115 -2.1465 -0.3926
H 0.2632 -1.3660 -1.3461
H 0.7349 -2.0613 0.2387
H 1.8004 0.6479 -0.7351
H 1.3249 1.2919 1.1168
H 2.0577 -0.2788 0.6408
H -0.8537 0.7354 -1.4355
H -0.7264 1.9309 -0.0436
H -3.0959 1.6688 0.4047
H -0.2472 -0.2438 1.1858
```

Calculated values
2S+1: 3
E_HOMO (spin up / spin down), eV: -10.6 / -14.2
Total charge: +1
<S²>: 2.0091
Energy, eV: -145871.6342
Gap between HOMO and LUMO (spin up / spin down), eV: 7.6884 / 7.3952

***

(7)
The following is a quantum chemistry calculation of C4H10Br2N2 in the gas phase at a distorted geometry, from the OMol25 dataset.

Structure (XYZ):
```
18
C4H10Br2N2 | the OMol25 dataset | ωB97M-V with the def2-TZVPD basis set
Br 1.9932 2.2129 3.3203
Br -2.3605 -0.1350 -0.3858
N 1.4039 2.2443 0.0691
N 0.6872 0.9991 0.2186
C 0.5923 0.9008 2.7472
C -0.6381 -0.8086 -1.0136
C 0.9161 0.2181 1.4420
C 0.4913 0.2521 -1.0496
H 1.0575 2.9712 0.7062
H 2.4430 2.1329 0.1394
H 0.5213 0.1262 3.5159
H -0.4069 1.3554 2.6765
H -0.3427 -1.7126 -0.4508
H -0.7826 -1.1323 -2.0333
H 0.3253 -0.7106 1.4151
H 1.9491 -0.1120 1.4832
H 0.2558 0.9286 -1.9036
H 1.4199 -0.2054 -1.3714
```

Calculated values
E_HOMO, eV: -8.7
Relative energy (zero: lowest compared OMol25 entry of this formula, charge and spin), kcal per mole: 0.0
Total charge: 0
Energy, eV: -147374.0366
Gap between HOMO and LUMO, eV: 9.5072

***

(8)
The following is a quantum chemistry calculation of 4 unconnected molecules or ions with the total composition C4H10Cl4N2O4 at a distorted geometry, from the OMol25 dataset.

Structure (XYZ):
```
24
C4H10Cl4N2O4 | the OMol25 dataset | ωB97M-V with the def2-TZVPD basis set
C 1.4228 3.8928 1.4628
N 1.0038 4.5366 2.7683
O 1.3334 3.9703 3.8202
O 0.4937 5.6341 2.7168
H 2.5067 4.1024 1.4527
H 1.0506 4.3108 0.5719
H 1.3011 2.8351 1.5049
C 1.3722 -1.5756 1.8568
N 0.4449 -0.4229 1.5545
O -0.4009 -0.0483 2.2962
O 0.6648 -0.0425 0.4001
H 1.0617 -2.4626 1.4043
H 1.3244 -1.7494 2.9252
H 2.3590 -1.4785 1.4485
C -1.6075 -3.6441 -3.6816
Cl 0.0599 -3.5087 -3.3483
Cl -2.0797 -3.6241 -5.3736
H -1.9468 -4.5876 -3.3246
H -2.0199 -2.8526 -3.0617
C -1.5359 -0.5864 -1.4798
Cl -2.5109 -0.2397 -2.8563
Cl -1.9817 -2.0888 -0.5800
H -0.5093 -0.5763 -1.7367
H -1.8059 0.2063 -0.7405
```

Calculated values
E_HOMO, eV: -10.7
Relative energy (zero: lowest compared OMol25 entry of this formula, charge and spin), kcal per mole: 18.2
Total charge: 0
Energy, eV: -65563.6896
Gap between HOMO and LUMO, eV: 10.5341

***

(9)
The following is a quantum chemistry calculation of 2 unconnected molecules or ions with the total composition C4H10ClN2 at a distorted geometry, from the OMol25 dataset.

Structure (XYZ):
```
17
C4H10ClN2 | the OMol25 dataset | ωB97M-V with the def2-TZVPD basis set
C 0.4722 -0.2253 -1.5909
C -1.7785 1.7884 1.7720
C 1.6479 -2.1685 -0.4870
C -0.7298 1.0196 1.2431
N 1.6321 -0.8137 -1.1638
N -0.5428 0.9218 -0.0270
Cl -0.6684 -1.4431 -2.1617
H -1.6044 2.4141 2.7091
H -2.6712 1.2027 1.9553
H -2.1532 2.5586 1.1169
H 2.6380 -2.5859 -0.7435
H 0.8404 -2.8053 -0.8503
H 1.4378 -2.0372 0.5369
H -0.2126 0.3525 1.9385
H -1.1944 1.5341 -0.6202
H 2.4881 -0.3333 -1.3429
H 0.3990 0.6206 -2.2845
```

Calculated values
E_HOMO, eV: -14.5
Relative energy (zero: lowest compared OMol25 entry of this formula, charge and spin), kcal per mole: 50.3
Total charge: +1
Energy, eV: -19804.1589
Gap between HOMO and LUMO, eV: 10.2453

***

(10)
The following is a quantum chemistry calculation of C4H10ClN3 in the gas phase at a distorted geometry, from the OMol25 dataset.

Structure (XYZ):
```
18
C4H10ClN3 | the OMol25 dataset | ωB97M-V with the def2-TZVPD basis set
C -3.1104 -0.2337 -0.3392
C -1.0468 -0.3749 0.8679
C 0.9075 1.0841 0.8050
C 2.0002 0.6963 -0.0606
H -2.9934 0.8364 -0.1421
H -3.2559 -0.4448 -1.3907
H -4.0477 -0.7076 0.0146
H -0.5883 -0.8915 1.7867
H -1.3399 1.8115 -1.2337
H -1.2420 -0.0865 -1.3563
H 1.0608 0.8180 1.8280
H 0.9335 2.1537 0.5490
H 1.9910 0.9903 -1.1268
H 3.0016 1.1569 0.2606
N -2.0601 -0.9304 0.3758
N -0.4415 0.7127 0.4178
N -0.5764 0.9238 -1.0653
Cl 2.0896 -1.0359 -0.2898
```

Calculated values
E_HOMO, eV: -8.5
Relative energy (zero: lowest compared OMol25 entry of this formula, charge and spin), kcal per mole: 82.7
Total charge: 0
Energy, eV: -21299.1573
Gap between HOMO and LUMO, eV: 9.1892

***

(11)
The following is a quantum chemistry calculation of a gas-phase ion, C4H10ClN3O (charge +2) at a distorted geometry, from the OMol25 dataset.

Structure (XYZ):
```
19
C4H10ClN3O | the OMol25 dataset | ωB97M-V with the def2-TZVPD basis set
C 1.9706 -0.6868 0.1151
C -0.3948 0.2766 0.1222
C -1.3126 2.5653 0.1592
C -1.6775 -1.4648 -0.8116
N 2.7370 -1.6295 0.4019
N 0.6459 -0.6329 0.3804
N -0.2665 1.5727 0.4857
O -1.4151 -0.0103 -0.5748
Cl 2.7042 0.7706 -0.5751
H -2.1378 2.5113 0.7974
H -1.6042 2.2144 -0.8906
H -0.9427 3.5606 0.0829
H -2.6419 -1.4608 -1.4417
H -1.8761 -1.8975 0.1019
H -0.8989 -2.0516 -1.1858
H 2.4029 -2.4352 0.8766
H 3.7491 -1.6820 0.1851
H 0.3759 -1.5035 0.8413
H 0.5824 1.9834 0.9300
```

Calculated values
E_HOMO, eV: -19.3
Relative energy (zero: lowest compared OMol25 entry of this formula, charge and spin), kcal per mole: 0.0
Total charge: +2
Energy, eV: -23331.9237
Gap between HOMO and LUMO, eV: 10.5959

***

(12)
The following is a quantum chemistry calculation of 2 unconnected molecules or ions with the total composition C4H10ClNSi at a distorted geometry, from the OMol25 dataset.

Structure (XYZ):
```
17
C4H10ClNSi | the OMol25 dataset | ωB97M-V with the def2-TZVPD basis set
C -3.2391 0.6605 2.1909
C -2.1608 0.0112 1.8330
C 1.4269 -1.6299 -1.3818
C 1.3064 1.5850 -0.2385
N 0.6264 -0.5958 -2.0865
Si -0.0090 0.7560 -1.2197
Cl -1.2446 1.8608 -2.4150
H -3.8920 0.4460 3.0029
H -3.6831 1.3923 1.3905
H -1.5788 -0.8963 2.0880
H 0.6807 -2.1940 -0.9219
H 2.0219 -2.1831 -2.0961
H 2.0651 -1.1529 -0.5889
H 1.5261 0.9220 0.5522
H 2.1635 1.8336 -0.7357
H 0.9143 2.5893 0.2260
H -0.0800 -1.0962 -2.5769
```

Calculated values
E_HOMO (spin up / spin down), eV: -8.5 / -6.5
Relative energy (zero: lowest compared OMol25 entry of this formula, charge and spin), kcal per mole: 109.7
Total charge: 0
Energy, eV: -26197.2402
Gap between HOMO and LUMO (spin up / spin down), eV: 8.6286 / 6.8701